[1]
The following is a DFT calculation (ωB97M-V/def2-TZVPD) of 2 unconnected molecules or ions with the total composition C3H7NO4.

SMILES: O=CCNC(=O)O.O
Spin multiplicity: 1
Total charge: 0
Electronic energy (eV): -12904.76439
Orbital gap (hartree): 0.39228

Last column: natural (NBO) charge in e.
Element x y z (Å)
1 O 0.52844 -2.55744 -1.44855  -0.47
2 C 0.40985 -2.46321 -0.26494  0.43
3 C 0.75578 -1.25119 0.58368  -0.33
4 N 0.07653 -0.05790 0.04726  -0.62
5 C 0.52188 1.19629 0.28406  0.89
6 O -0.19106 2.17649 0.23510  -0.67
7 O 1.83873 1.27084 0.54090  -0.70
8 H -0.03364 -3.28522 0.33297  0.10
9 H 0.48854 -1.41324 1.62375  0.20
10 H 1.81220 -1.03050 0.51694  0.25
11 H -0.92553 -0.14135 -0.10064  0.42
12 H 1.98487 2.08757 1.03424  0.51
13 O -2.67684 1.61418 -1.00638  -0.99
14 H -2.00028 2.02043 -0.43678  0.50
15 H -2.58947 1.83427 -1.94159  0.48

***

[2]
The following is a DFT calculation (ωB97M-V/def2-TZVPD) of 5 unconnected molecules or ions with the total composition C3H16NO6S.

Spin multiplicity: 1
Total charge: +1
Electronic energy (eV): -27975.37943
Orbital gap (hartree): 0.34749

Last column: natural (NBO) charge in e.
Element x y z (Å)
1 O 2.63321 0.53730 -0.34952  -0.56
2 C 1.77777 1.03498 0.32754  0.77
3 O 2.03184 1.65496 1.48729  -0.67
4 C 0.28951 0.97087 0.00947  -0.14
5 C -0.19484 1.62836 -1.28117  -0.56
6 S 1.10924 2.39485 -2.30376  0.01
7 N -0.09106 -0.52117 0.12545  -0.73
8 H 2.92951 1.96926 1.48194  0.51
9 H -0.20337 1.36197 0.89631  0.24
10 H -0.79732 0.95611 -1.88426  0.25
11 H -0.94051 2.37577 -1.00736  0.25
12 H 0.46980 2.10377 -3.44354  0.14
13 H 0.74989 -1.14788 -0.02243  0.47
14 H -0.45223 -0.65674 1.06516  0.45
15 H -0.80208 -0.78592 -0.59111  0.47
16 H 2.78385 -1.73930 -0.76485  0.51
17 H 2.17127 -3.08010 -0.57699  0.50
18 O 1.95991 -2.14378 -0.45738  -0.96
19 H -3.02722 -1.15258 0.86671  0.47
20 H -2.44807 -0.23778 1.94640  0.50
21 O -2.71336 -0.26197 1.02686  -0.97
22 H -2.27396 -1.37987 -2.22661  0.50
23 H -0.88717 -1.19539 -2.99202  0.51
24 O -1.31547 -1.36563 -2.15119  -0.97
25 H -0.71131 -1.21097 3.76121  0.50
26 H -0.93287 0.35861 3.74981  0.50
27 O -1.11497 -0.46773 3.30802  -0.99

***

F_max in eV/A, matching the order above: 1.4 1.8